[1]
Here is a molecular structure, C15H23CoGeN12S2Se at a distorted geometry from the Open Molecules 2025 dataset. Energies are from wB97M-V/def2-TZVPD.

Output
maximum force: 3.44 eV/Å
charge: 0
HOMO-LUMO gap (spin up / spin down): 5.8 / 5.8 eV
DFT total energy: -7899.876498 Ha

Geometry as XYZ:
```
55
Properties=species:S:1:pos:R:3:nbo_charge:R:1
S -2.3257 -1.8638 -1.9573 -0.0856
N -0.0150 0.6897 -3.9967 -0.5887
H -2.6648 3.2878 2.3680 0.2342
H 1.1280 1.7463 -0.3103 0.2315
H 3.4505 0.0391 -0.7153 0.2373
Se 0.0807 -1.7115 1.0788 0.4191
N -0.8144 1.4196 0.2475 -0.4390
H 2.2139 -2.9026 0.8571 0.2568
H -5.7292 -4.1021 -3.1426 0.2371
C -3.0308 1.0358 0.8493 0.0769
C -1.0776 1.4482 -3.6040 0.4354
H -3.9571 1.1878 1.3827 0.2320
H -5.2512 -2.4544 -3.6157 0.2337
Ge 3.3738 -0.8002 1.7243 1.5844
N 2.0288 -1.5102 -2.3572 -0.0720
H 5.0387 0.1553 0.0489 0.2258
N -1.7238 1.3058 -2.4252 -0.3771
N -2.5706 2.9196 -3.5067 -0.0802
N -3.9721 -0.7525 -0.2032 -0.3681
C 2.8068 0.8675 2.6390 -1.0847
H 2.6055 0.6848 3.6927 0.2306
H 5.6355 -1.0233 2.8950 0.2306
C -0.4701 -0.9879 2.8142 -0.8083
N -2.6563 2.2551 -2.4140 -0.1371
H 4.4246 -1.4040 -0.5205 0.2482
N 1.1812 -1.2717 -1.4251 -0.1626
H 5.0454 -2.6263 2.4786 0.2326
H 3.6246 1.5832 2.5748 0.2336
C -1.8007 2.9898 1.7957 -0.1997
C 4.1479 -0.4623 -0.0535 -1.0722
H -0.5545 4.6243 2.3836 0.2334
H 0.2349 -0.2152 3.1141 0.2172
H -4.0023 -3.6639 -3.2117 0.2394
C 1.8933 -2.1740 1.6004 -1.0071
C -0.6407 3.7166 1.8048 -0.1385
N 1.7329 -0.8356 -3.4511 -0.3535
C -5.0040 -3.3085 -2.9918 -0.7360
N -1.6038 2.4549 -4.2856 -0.3517
N 0.2611 -0.4018 -1.8777 -0.4408
H 4.4017 -1.7857 3.8898 0.2261
N -2.9291 0.0348 -0.0215 -0.2250
S -5.1342 -2.8383 -1.2426 0.3383
C -3.8369 -1.6928 -1.0805 -0.0563
C 4.7504 -1.6555 2.8684 -1.0758
C 0.4460 3.2773 1.0345 -0.2327
H -0.4981 -1.7817 3.5576 0.2254
H 1.3742 3.8246 1.0086 0.2397
H 1.9286 1.3148 2.1822 0.2187
H -1.4626 -0.5581 2.7041 0.2193
C 0.3070 2.1268 0.2859 0.0837
H 0.3884 0.8701 -4.9028 0.4366
Co -1.3192 -0.0752 -0.9683 1.0082
C -1.8886 1.8328 0.9940 0.1371
C 0.6312 -0.1548 -3.1564 0.4566
H 1.7979 -2.6783 2.5627 0.2332
```

=====

[2]
Here is a molecular structure, C4H6O3S at a distorted geometry from the Open Molecules 2025 dataset. Energies are from wB97M-V/def2-TZVPD.

Output
maximum force: 2.44 eV/Å
expectation value of S²: 2.009
charge: 0
HOMO-LUMO gap (spin up / spin down): 8.0 / 7.6 eV
energy relative to the best compared isomer or geometry (same formula, charge and spin): 177.5 kJ/mol
multiplicity: 3
DFT total energy: -779.656660 Ha

Geometry as XYZ:
```
14
Properties=species:S:1:pos:R:3:mulliken_spin:R:1
H -1.6336 3.3320 -2.9407 -0.0009
O -1.2050 2.9260 -2.1047 0.0141
C -0.5464 -1.0985 0.7353 0.8510
S -3.9316 1.7916 -0.0775 0.0210
C -2.0861 1.5565 -0.1620 0.7226
H 1.4323 -0.3377 0.3768 0.0571
C -2.0932 2.4109 -1.2509 0.0796
H 1.0603 -0.9053 2.1225 0.0391
H -1.0238 -1.8941 0.1990 0.0384
H -1.1037 -0.2551 1.0973 0.0401
C 0.9261 -1.1036 0.9937 -0.0202
O -4.2474 2.4187 1.1684 0.0258
O -3.3480 2.9694 -1.1821 0.1280
H 1.5196 -2.0945 0.7577 0.0043
```

=====

[3]
Here is a single C5H7NO molecule from the Open Molecules 2025 dataset. Energies are from wB97M-V/def2-TZVPD.

Output
structure (SMILES): C[C@]12N[C@H]1CC2=O
maximum force: 0.83 eV/Å
charge: 0
HOMO-LUMO gap: 10.5 eV
energy relative to the best compared isomer or geometry (same formula, charge and spin): 252.2 kJ/mol
DFT total energy: -324.628399 Ha

Geometry as XYZ:
```
14
Properties=species:S:1:pos:R:3:nbo_charge:R:1
N 0.1034 1.1078 -0.5279 -0.5565
H 0.3624 0.8199 -1.4615 0.3479
C -0.0438 -1.2709 -0.4579 0.5944
H -1.4727 -0.3632 -1.9453 0.2209
H -1.7419 1.1041 0.6154 0.2236
C 1.4712 0.4674 1.2634 -0.6145
C 0.3269 -0.0231 0.3814 -0.0382
H -2.2786 -1.2757 -0.6453 0.2364
H 2.1404 -0.3127 1.6145 0.2218
C -1.4086 -0.6630 -0.8897 -0.5330
H 1.1034 1.0797 2.0925 0.2269
O 0.4489 -2.3390 -0.6925 -0.5114
C -1.0654 0.5076 0.0135 -0.0456
H 2.0544 1.1610 0.6395 0.2272
```

=====

[4]
Here is a molecular structure, C56H84BN11O2PS5Sc from the Open Molecules 2025 dataset. Energies are from wB97M-V/def2-TZVPD.

Output
maximum force: 0.60 eV/Å
charge: 0
HOMO-LUMO gap: 6.8 eV
DFT total energy: -6055.340268 Ha

Geometry as XYZ:
```
161
Properties=species:S:1:pos:R:3:mulliken_charge:R:1
C -0.4294 4.3948 -4.1342 0.3213
C 0.6143 -5.8411 -1.1199 -1.2090
H 5.8679 -3.1143 0.5644 0.3729
C 5.9258 -2.1332 0.0866 -1.5200
H 0.0278 4.1299 -3.1859 0.3352
H 1.1701 5.6867 0.0467 0.2285
H -4.2191 -0.8763 1.6065 0.4130
H 7.1831 -2.2509 2.5017 0.4468
H -0.8713 3.5948 -0.4794 0.0167
N 1.0087 -3.1310 2.1638 0.5911
H 7.0986 0.4108 0.0265 0.5862
H -2.9193 -1.7244 -1.5325 0.7946
C -0.6582 4.0347 -6.4972 -0.2292
N 0.5197 -5.0473 1.2083 0.4653
N 2.6670 -1.3125 2.6246 0.6824
H -1.9086 4.6903 -1.4024 -0.0700
H -2.2030 -2.4471 -3.5565 0.3117
H -0.6349 -5.1181 -8.5258 0.3839
H -3.5396 1.7964 -2.5761 0.2137
C 0.4949 -7.4593 0.7676 -2.2693
H -2.9939 -0.0892 3.0834 0.1511
H -2.5078 -1.2647 1.2649 -0.2052
C -1.9799 5.7216 -5.4148 -0.6429
H -5.3085 2.3607 1.4823 0.2612
H 0.1684 -0.0639 -6.3284 0.2804
H -5.0147 2.1902 3.2084 0.4862
H -0.5900 -2.9462 -3.0518 -0.3457
C 3.9359 2.5214 2.1757 0.3372
N 0.4815 -1.3163 3.8672 0.5547
B 1.1495 -1.6341 2.5036 1.3562
H -2.9574 -0.1963 -2.4121 0.3964
N 0.4532 1.3235 -4.7558 0.4908
H 1.4178 2.4416 -6.2043 0.5184
H -2.7206 3.3200 -2.8823 0.9676
C 4.0264 4.8435 1.4458 -0.3758
H 2.5230 5.6574 -1.0926 0.2820
N 2.7825 2.4052 1.4209 0.8190
H -1.6080 -0.5650 -1.3090 -0.0648
O 1.1708 3.2434 0.1602 0.4021
C -4.3120 3.5471 -0.6532 -2.0421
H -2.8832 -4.5089 -7.6930 0.3919
H 0.2770 -4.8809 -1.5065 -0.0562
N -0.6784 -1.1068 -3.9834 0.7975
C -0.4711 2.3482 6.0763 -1.8350
H -3.3232 4.0457 1.8826 0.4373
H -2.7221 6.5090 -5.4631 0.4060
C -3.2345 1.8552 2.0603 3.0527
H -3.1210 -3.3235 -5.5370 0.4260
C -1.6200 5.0345 -6.5638 -0.6987
H 6.8334 -2.0964 -0.5202 0.4993
C -3.4955 -1.1199 0.8280 -1.8135
S 2.8803 -0.5895 0.0174 0.0880
N -0.2223 -0.1207 5.5584 1.1111
N 4.7515 -1.1221 1.9914 0.8146
H -2.0406 -0.8025 -5.5119 0.6305
C 3.4590 -1.0188 1.5784 -0.1846
C 2.2515 5.7402 -0.0394 -0.9346
H 1.7778 2.8898 -4.5325 0.6671
C 0.9812 2.6108 -5.2162 -1.9137
C 0.0240 -6.0949 0.2680 1.4286
C -1.0143 -3.2510 -5.1532 0.4033
H 1.7055 -5.8312 -1.0703 0.3462
C -0.0586 3.7038 -5.2865 0.5921
H 8.0884 -1.2101 1.4067 0.4666
H 0.1867 -7.6375 1.7993 0.4835
C -2.9240 2.9083 -0.7832 2.7518
C -2.0019 -4.2530 -7.1179 -0.7339
H 5.3491 0.5366 -0.2321 0.1877
H -1.6553 5.9430 -3.3059 0.4232
N -1.0168 1.1695 0.4076 0.1984
C -2.5930 0.9204 3.0981 -2.2948
H -2.0765 -0.2658 7.6343 0.4204
C -1.5055 -6.1223 0.2410 -1.5639
H 0.5309 2.6200 5.7643 0.4284
H -0.9649 -1.7756 6.7403 0.5230
C 7.1993 -1.2646 2.0348 -2.2787
C -1.1545 -2.4852 -3.8601 -0.4688
H 0.6234 -0.9465 1.6906 -1.3504
H -2.0467 0.4768 -4.2796 -0.1533
C 3.4609 -1.5476 3.7256 -0.9184
C -2.1339 -3.5827 -5.9072 0.0247
C 5.9808 -1.0298 1.1452 1.2792
H 1.3685 -4.5438 -7.1911 0.4151
C 1.7041 -4.1299 2.8241 -0.9437
C -2.6835 -0.6588 -1.4649 -2.7347
H 6.0571 1.1255 1.2776 0.2076
H 1.5779 -7.5787 0.6907 0.4664
S -0.6291 -2.8378 0.0186 0.4646
H -1.1439 2.5202 5.2366 0.2336
H -2.2822 1.4785 7.7292 0.4838
C 0.2931 -3.6900 1.1421 -0.8226
H -0.1079 -3.2475 4.6115 0.6324
S 1.0376 1.2870 3.4915 -0.3724
H 4.4567 5.8340 1.3867 0.4230
H -1.5167 0.8773 2.9568 -0.3332
C -0.4149 0.5897 -5.6712 -0.9511
O 4.4050 1.5886 2.8060 -0.5879
C -4.7577 1.7847 2.2241 -2.0129
P -2.5552 1.4451 0.3559 -0.1938
H -4.4399 4.0565 0.3025 0.3021
C -4.9301 0.1545 -0.7408 -2.1421
H -5.1224 0.7569 2.1973 0.3624
H 5.4847 3.9913 2.7085 0.5101
H -5.3499 -0.8210 -1.0080 0.4713
C -0.0542 -2.1871 4.7877 -0.6419
N 2.8525 4.6701 0.7437 0.3091
C 0.4386 0.7416 7.7413 -1.6844
C -0.7422 -4.5951 -7.5838 -0.4032
H 1.7533 -6.2911 2.4911 0.5755
C -1.4102 -0.2040 -4.8558 -0.4969
H 5.6448 -1.5228 3.9212 0.5595
H -1.7759 1.9223 -2.3564 0.1314
C 6.1203 0.3545 0.5106 -1.4519
C -2.7624 3.2761 2.4131 -1.8934
H 2.3770 -3.9218 3.6379 0.7062
C 0.2499 -3.6031 -5.6266 -0.3501
C -0.5517 0.9154 6.5879 1.1450
C 0.3831 -4.2700 -6.8343 -0.8121
S 1.3716 1.6842 -2.3010 -0.1294
C -3.4809 -0.0626 -0.2889 3.2037
C -1.3800 5.4022 -4.2030 -0.6807
H 0.0364 -8.2250 0.1422 0.4539
C -2.7313 2.4403 -2.2348 -2.1221
H -3.7952 -2.0757 0.3898 0.6727
C -1.9833 0.6624 7.0701 -1.5150
H 1.4562 0.9382 7.3984 0.3216
Sc 0.9234 1.1417 0.6656 0.6176
H -0.9426 1.3216 -6.2818 0.6102
H 0.2005 1.4468 8.5399 0.4495
C 4.7463 -1.4395 3.3411 -0.9757
H -2.0776 5.2824 -7.5135 0.3846
C -1.8748 4.0056 -0.5500 -1.5446
H -0.3570 3.5166 -7.4025 0.4283
H 3.0451 -1.7382 4.7015 0.6483
H 0.3050 -6.6333 -1.8058 0.5176
C 0.7555 0.7965 -3.5575 -0.4090
H -2.9263 3.4353 3.4829 0.6186
C -0.4856 -1.4595 5.8328 -1.2251
S 1.6653 -1.6462 -2.8274 -0.0427
H -0.7706 2.9939 6.9056 0.6072
C 0.3942 -0.0502 4.3384 -0.3278
H -5.0033 0.7849 -1.6267 0.3574
H 0.4003 -0.2676 8.1553 0.3436
H -2.7939 1.3411 4.0896 0.6729
H -4.4132 4.3075 -1.4357 0.5045
H 5.0663 -2.0097 -0.5695 0.2018
H -5.1314 2.8413 -0.7774 0.3087
H -2.6759 0.6263 6.2276 0.2466
C 2.2684 3.4357 0.7767 -0.1271
H -1.8221 -6.9213 -0.4335 0.5044
C 0.4893 -0.6981 -3.4493 -0.1386
C 1.4068 -5.3044 2.2478 -1.0322
H -2.0740 4.5936 0.3441 0.3822
H -5.5656 0.5785 0.0377 0.3334
H 1.1210 -3.3504 -5.0335 0.4502
H -1.6968 3.4084 2.2152 -0.0492
H 7.2866 -0.4989 2.8079 0.4714
C 4.5724 3.8469 2.1500 -1.0922
H -1.8979 -6.3402 1.2380 0.3829
H -1.9191 -5.1791 -0.0982 0.1881
H 2.6000 6.6943 0.3500 0.3859
```